A cluster of 2 separate species, C3H4O3S in total, computed with ωB97M-V with the def2-TZVPD basis set.

The value obtained for the relative energy (zero: lowest compared OMol25 entry of this formula, charge and spin) is 70.6 kcal/mol. The value obtained for the HOMO-LUMO gap is 9.75 eV. The HOMO energy comes out at -10.525 eV.

Structure (ORCA input):
```
! RIJCOSX wB97M-V def2-TZVPD def2/J DEFGRID3
* xyz 0 1
C -0.06547 -1.64728 -1.03548
C -0.51113 -0.32330 1.00699
C 0.28553 -0.58017 -0.23053
O 1.60813 2.43124 0.43797
O -0.66458 2.11813 -0.35230
O -0.35515 0.58912 1.79902
S 0.23748 2.55701 0.70628
H 0.45976 -1.64970 -1.99829
H -0.92193 -2.18444 -0.82301
H -1.27240 -1.13022 0.95903
H 1.19976 -0.18039 -0.46969
*
```